This record from the OMol25 dataset describes a 2-piece molecular cluster, C5H10O3 overall. The level of theory is wB97M-V/def2-TZVPD.

```
18
Properties=species:S:1:pos:R:3:nbo_charge:R:1
C 0.926 -0.964 0.288 0.103
C 1.517 -0.023 -0.511 -0.294
C -1.428 0.433 -0.108 0.813
C 1.991 1.316 -0.012 -0.640
C -2.038 -0.411 0.960 -0.722
O -1.075 1.591 -0.062 -0.593
O 0.437 -2.174 -0.077 -0.682
O -1.497 -0.168 -1.332 -0.741
H 0.963 -1.092 1.390 0.187
H 1.510 0.140 -1.618 0.212
H 2.531 1.045 0.857 0.207
H 1.305 2.053 0.328 0.237
H 2.724 1.706 -0.707 0.206
H -3.051 -0.312 0.976 0.245
H -1.404 -0.219 1.930 0.237
H -1.966 -1.414 0.774 0.242
H 0.152 -1.973 -1.001 0.482
H -1.598 0.469 -2.075 0.503
```

Values from the calculation:
- ΔE to the lowest compared entry with this formula, charge and spin (kJ/mol) = 234.6
- SMILES = C/C=C/O.CC(=O)O
- frontier orbital gap (eV) = 9.21
- maximum force (eV/Å) = 5.3
- molar mass (g mol⁻¹) = 118.13
- HOMO (Ha) = -0.3152